C37H43CaCl4F6LiNO13 as an isolated structure at a distorted geometry, computed with ωB97M-V/def2-TZVPD.

The geometry in ORCA input format:
```
! RIJCOSX wB97M-V def2-TZVPD def2/J DEFGRID3
* xyz 1 1
C 4.644 -3.114 3.754
C 3.363 -2.269 3.523
C 3.558 -0.758 3.724
C 4.401 -0.041 2.620
C 4.093 -0.512 1.180
C 5.206 -1.403 0.598
C 4.955 -1.954 -0.833
C 3.506 -2.296 -1.160
C 2.652 -1.126 -1.672
C 3.309 -0.272 -2.796
C 3.632 1.198 -2.373
C 2.858 2.207 -3.264
C 2.222 3.400 -2.469
C 0.677 3.395 -2.654
C 0.077 2.601 -1.511
C 0.491 1.269 -1.327
C 0.012 0.434 -0.320
C -0.945 0.953 0.558
C -1.369 2.288 0.393
C -0.881 3.125 -0.621
C -1.392 4.553 -0.772
C -0.379 5.502 -0.104
O 0.710 5.638 -0.579
O -0.804 6.102 1.022
C -2.424 2.747 1.405
O -2.427 3.808 1.948
C -3.482 1.688 1.716
C -4.850 2.007 1.826
C -5.735 0.949 2.074
C -7.264 1.203 2.162
O -7.691 2.046 2.878
C -8.192 0.307 1.240
F -9.457 0.674 1.444
F -8.086 -0.969 1.644
C -7.866 0.523 -0.250
F -8.117 1.799 -0.547
F -6.525 0.282 -0.487
C -8.472 -0.415 -1.311
F -8.206 0.162 -2.520
F -9.769 -0.623 -1.239
C -7.501 -1.614 -1.186
O -7.731 -2.579 -0.516
O -6.372 -1.343 -1.833
C -5.296 -0.361 2.246
C -3.937 -0.683 2.144
C -3.055 0.347 1.861
C -1.552 0.127 1.680
O -0.909 -0.609 2.363
H 5.496 -2.513 4.084
H 4.931 -3.636 2.839
H 4.461 -3.880 4.510
H 2.627 -2.591 4.270
H 2.944 -2.544 2.551
H 4.143 -0.655 4.647
H 2.600 -0.248 3.870
H 4.095 1.012 2.672
H 5.459 -0.125 2.878
H 4.016 0.374 0.532
H 3.110 -0.994 1.158
H 5.436 -2.199 1.310
H 6.104 -0.775 0.547
H 5.489 -2.900 -0.906
H 5.430 -1.296 -1.565
H 2.998 -2.697 -0.271
H 3.436 -3.093 -1.908
H 1.707 -1.576 -2.074
H 2.322 -0.459 -0.870
H 2.574 -0.204 -3.614
H 4.218 -0.760 -3.144
H 3.404 1.357 -1.320
H 4.692 1.369 -2.572
H 3.527 2.646 -4.006
H 2.036 1.686 -3.775
H 2.599 4.350 -2.854
H 2.427 3.315 -1.397
H 0.237 4.390 -2.691
H 0.485 2.947 -3.638
H 1.234 0.869 -2.018
H 0.351 -0.593 -0.209
H -2.357 4.682 -0.279
H -1.551 4.780 -1.826
H -0.123 6.015 1.705
H -5.147 3.044 1.695
H -5.625 -2.135 -1.916
H -5.982 -1.173 2.463
H -3.620 -1.713 2.280
O 5.429 -6.379 -3.246
Cl 6.279 -5.214 -3.278
O 5.692 -4.181 -2.432
O 6.374 -4.709 -4.626
O 7.588 -5.541 -2.777
C -4.399 -4.936 0.937
N -3.500 -6.105 1.138
O -4.013 -7.190 1.315
O -2.307 -5.887 1.109
H -5.427 -5.278 0.989
H -4.186 -4.222 1.726
H -4.182 -4.510 -0.039
C 5.149 4.988 -0.107
Cl 5.840 4.728 -1.710
Cl 4.188 3.595 0.415
H 5.953 5.140 0.604
H 4.506 5.861 -0.140
Li -0.256 -0.551 -3.126
Ca -4.297 0.253 -0.814
Cl -4.294 -2.333 -0.757
*
```

For the frontier orbital gap, the calculation gives 2.1 eV. The value obtained for the HOMO energy is -0.3229 hartree. Its LUMO energy is -0.24670 hartree.

Here are the Mulliken charges for atoms 1 to 99, given in e: atom 1 (C): -1.302, atom 2 (C): -0.107, atom 3 (C): -1.019, atom 4 (C): -0.685, atom 5 (C): 1.615, atom 6 (C): -0.958, atom 7 (C): -0.555, atom 8 (C): -1.493, atom 9 (C): 2.005, atom 10 (C): -1.391, atom 11 (C): 0.298, atom 12 (C): -1.249, atom 13 (C): -0.225, atom 14 (C): -1.448, atom 15 (C): -0.265, atom 16 (C): 0.786, atom 17 (C): -0.199, atom 18 (C): 0.366, atom 19 (C): 0.541, atom 20 (C): 0.388, atom 21 (C): -1.502, atom 22 (C): 0.500, atom 23 (O): -0.469, atom 24 (O): -0.452, atom 25 (C): -1.196, atom 26 (O): -0.475, atom 27 (C): 0.743, atom 28 (C): -0.896, atom 29 (C): 0.521, atom 30 (C): -0.725, atom 31 (O): -0.414, atom 32 (C): 0.994, atom 33 (F): -0.273, atom 34 (F): -0.235, atom 35 (C): 0.002, atom 36 (F): -0.306, atom 37 (F): 0.316, atom 38 (C): 1.102, atom 39 (F): -0.273, atom 40 (F): -0.259, atom 41 (C): 0.195, atom 42 (O): -0.501, atom 43 (O): -0.540, atom 44 (C): -0.268, atom 45 (C): -0.414, atom 46 (C): 0.777, atom 47 (C): -0.563, atom 48 (O): -0.484, atom 49 (H): 0.310, atom 50 (H): 0.350, atom 51 (H): 0.316, atom 52 (H): 0.484, atom 53 (H): 0.077, atom 54 (H): 0.470, atom 55 (H): 0.316, atom 56 (H): 0.140, atom 57 (H): 0.463, atom 58 (H): -1.043, atom 59 (H): -0.160, atom 60 (H): 0.211, atom 61 (H): 0.321, atom 62 (H): 0.470, atom 63 (H): 0.401, atom 64 (H): 0.224, atom 65 (H): 0.503, atom 66 (H): -0.127, atom 67 (H): -0.986, atom 68 (H): 0.320, atom 69 (H): 0.800, atom 70 (H): -0.547, atom 71 (H): 0.723, atom 72 (H): 0.590, atom 73 (H): 0.337, atom 74 (H): 0.575, atom 75 (H): -0.158, atom 76 (H): 0.321, atom 77 (H): 0.621, atom 78 (H): -0.234, atom 79 (H): 0.661, atom 80 (H): 0.466, atom 81 (H): 0.617, atom 82 (H): 0.384, atom 83 (H): 0.672, atom 84 (H): 0.399, atom 85 (H): 0.540, atom 86 (H): 0.582, atom 87 (O): -0.675, atom 88 (Cl): 1.723, atom 89 (O): -0.748, atom 90 (O): -0.688, atom 91 (O): -0.663, atom 92 (C): -0.718, atom 93 (N): 0.934, atom 94 (O): -0.532, atom 95 (O): -0.538, atom 96 (H): 0.335, atom 97 (H): 0.265, atom 98 (H): 0.241, atom 99 (C): -0.399

A single C8H14O2 molecule, computed with ωB97M-V/def2-TZVPD.

The geometry in ORCA input format:
```
! RIJCOSX wB97M-V def2-TZVPD def2/J DEFGRID3
* xyz 0 1
C 2.153 -1.294 0.774
C 0.829 -1.399 0.705
C 0.150 -2.581 0.079
C -0.024 -0.323 1.245
C -1.278 -0.489 1.656
O 0.607 0.908 1.338
C 0.255 1.868 0.358
C 0.114 1.314 -1.081
C -1.336 0.961 -1.416
O 0.627 2.227 -2.025
H 2.804 -2.058 0.385
H 2.619 -0.438 1.229
H -0.619 -2.258 -0.619
H 0.873 -3.193 -0.453
H -0.324 -3.197 0.842
H -1.845 0.335 2.052
H -1.762 -1.448 1.634
H 1.076 2.592 0.375
H -0.672 2.386 0.648
H 0.754 0.431 -1.179
H -1.700 0.158 -0.781
H -1.396 0.648 -2.457
H -1.976 1.833 -1.279
H 0.070 3.016 -2.031
*
```

For the frontier orbital gap, the calculation gives 9.8 eV. The value obtained for the HOMO energy is -0.3266 hartree. The value obtained for the energy above the lowest of the compared OMol25 structures with the same formula, charge and spin is 41.1 kcal/mol. Its LUMO energy is 0.03215 hartree.

Table of Mulliken atomic charges, one value per atom, all in e: atom 1 (C): -1.043, atom 2 (C): 0.752, atom 3 (C): -1.422, atom 4 (C): 0.589, atom 5 (C): -0.959, atom 6 (O): -0.439, atom 7 (C): -0.565, atom 8 (C): 0.506, atom 9 (C): -1.243, atom 10 (O): -0.596, atom 11 (H): 0.335, atom 12 (H): 0.299, atom 13 (H): 0.268, atom 14 (H): 0.417, atom 15 (H): 0.357, atom 16 (H): 0.297, atom 17 (H): 0.306, atom 18 (H): 0.308, atom 19 (H): 0.252, atom 20 (H): 0.176, atom 21 (H): 0.315, atom 22 (H): 0.325, atom 23 (H): 0.424, atom 24 (H): 0.340

C29H42BrCl2NORuS3Si2Te as an isolated structure, computed with ωB97M-V/def2-TZVPD.

The geometry in ORCA input format:
```
! RIJCOSX wB97M-V def2-TZVPD def2/J DEFGRID3
* xyz 1 2
Ru -0.487 -0.195 1.180
C -0.798 -1.795 4.594
C -0.267 -0.391 4.832
S -0.655 0.826 3.563
C -2.453 1.030 3.661
C -3.307 -0.072 3.056
S -2.812 -0.528 1.352
C -2.997 -2.322 1.404
C -2.221 -3.029 2.507
S -0.576 -2.320 2.865
H -1.855 -1.862 4.842
H -0.271 -2.498 5.239
H 0.824 -0.393 4.847
H -0.595 -0.014 5.801
H -2.620 1.973 3.140
H -2.740 1.187 4.702
H -4.345 0.261 3.007
H -3.284 -0.971 3.665
H -2.637 -2.629 0.424
H -4.059 -2.568 1.459
H -2.092 -4.075 2.231
H -2.770 -3.026 3.446
Cl 1.385 4.758 0.628
C 2.261 3.274 0.724
C 3.651 3.304 0.522
C 4.386 2.156 0.592
Cl 6.101 2.220 0.367
C 3.752 0.914 0.839
C 4.435 -0.317 0.932
C 3.729 -1.463 1.162
C 2.331 -1.394 1.259
N 1.662 -0.265 1.184
C 2.350 0.905 1.009
C 1.578 2.107 1.013
O 0.296 2.055 1.287
H 4.132 4.250 0.318
H 5.509 -0.338 0.815
H 4.217 -2.423 1.240
H 1.750 -2.300 1.367
C -1.061 1.125 -4.500
Si -2.708 1.306 -3.634
C -3.130 3.122 -3.440
C -4.051 0.416 -4.576
C -2.582 0.520 -1.917
Te -1.145 1.515 -0.676
C -2.693 2.678 0.202
Si -2.550 4.408 0.973
C -4.350 4.819 1.314
C -1.890 5.571 -0.337
C -1.624 4.467 2.598
H -1.066 1.679 -5.441
H -0.852 0.079 -4.734
H -0.232 1.514 -3.903
H -3.219 3.594 -4.420
H -2.360 3.671 -2.889
H -4.083 3.265 -2.925
H -4.138 0.803 -5.593
H -5.023 0.534 -4.092
H -3.839 -0.653 -4.645
H -2.289 -0.528 -2.002
H -3.537 0.562 -1.389
H -3.266 2.006 0.846
H -3.341 2.845 -0.666
H -4.952 4.800 0.404
H -4.438 5.819 1.747
H -4.794 4.119 2.027
H -2.715 5.970 -0.931
H -1.193 5.078 -1.018
H -1.363 6.418 0.108
H -2.311 4.324 3.436
H -1.165 5.450 2.725
H -0.824 3.729 2.653
Br 0.907 -4.577 -3.877
C 0.470 -3.345 -2.515
C 0.041 -3.793 -1.281
C -0.280 -2.873 -0.290
C -0.215 -1.481 -0.466
C 0.261 -1.092 -1.725
C 0.596 -1.987 -2.734
H -0.035 -4.854 -1.080
H -0.569 -3.312 0.653
H 0.435 -0.049 -1.969
H 0.964 -1.618 -3.681
*
```

For the frontier orbital gap (spin up / spin down), the calculation gives 7.1 / 6.7 eV. The value obtained for the HOMO energy (spin up / spin down) is -0.3671 / -0.3668 hartree. The value obtained for the energy above the lowest of the compared OMol25 structures with the same formula, charge and spin is 0.0 kcal/mol. Its LUMO energy (spin up / spin down) is -0.10794 / -0.12000 hartree.

Table of Mulliken atomic charges, one value per atom, all in e: atom 1 (Ru): -0.896, atom 2 (C): -0.776, atom 3 (C): -1.020, atom 4 (S): 0.310, atom 5 (C): -0.330, atom 6 (C): -1.335, atom 7 (S): 0.374, atom 8 (C): -0.830, atom 9 (C): -1.270, atom 10 (S): 0.328, atom 11 (H): 0.385, atom 12 (H): 0.584, atom 13 (H): 0.388, atom 14 (H): 0.586, atom 15 (H): -0.408, atom 16 (H): 0.721, atom 17 (H): 0.609, atom 18 (H): 0.435, atom 19 (H): 0.224, atom 20 (H): 0.751, atom 21 (H): 0.585, atom 22 (H): 0.577, atom 23 (Cl): -0.230, atom 24 (C): 0.468, atom 25 (C): -0.684, atom 26 (C): 0.705, atom 27 (Cl): -0.255, atom 28 (C): -0.049, atom 29 (C): -0.827, atom 30 (C): -1.413, atom 31 (C): -0.294, atom 32 (N): 0.918, atom 33 (C): -0.087, atom 34 (C): -0.974, atom 35 (O): 0.099, atom 36 (H): 0.509, atom 37 (H): 0.448, atom 38 (H): 0.480, atom 39 (H): 0.530, atom 40 (C): -0.962, atom 41 (Si): 0.108, atom 42 (C): -0.882, atom 43 (C): -1.109, atom 44 (C): -0.695, atom 45 (Te): 0.479, atom 46 (C): -0.559, atom 47 (Si): 0.420, atom 48 (C): -1.281, atom 49 (C): -1.132, atom 50 (C): -0.834, atom 51 (H): 0.455, atom 52 (H): 0.237, atom 53 (H): 0.330, atom 54 (H): 0.456, atom 55 (H): 0.149, atom 56 (H): 0.319, atom 57 (H): 0.343, atom 58 (H): 0.331, atom 59 (H): 0.334, atom 60 (H): 0.466, atom 61 (H): 0.771, atom 62 (H): 0.410, atom 63 (H): 0.193, atom 64 (H): 0.332, atom 65 (H): 0.354, atom 66 (H): 0.350, atom 67 (H): 0.322, atom 68 (H): 0.300, atom 69 (H): 0.387, atom 70 (H): 0.386, atom 71 (H): 0.428, atom 72 (H): 0.065, atom 73 (Br): -0.180, atom 74 (C): -0.578, atom 75 (C): -0.798, atom 76 (C): -0.428, atom 77 (C): 2.030, atom 78 (C): -0.628, atom 79 (C): -0.700, atom 80 (H): 0.488, atom 81 (H): -0.051, atom 82 (H): 0.671, atom 83 (H): 0.568

What did the second record say?
A single C8H14O2 molecule, computed with ωB97M-V/def2-TZVPD.

The geometry in ORCA input format:
```
! RIJCOSX wB97M-V def2-TZVPD def2/J DEFGRID3
* xyz 0 1
C 2.153 -1.294 0.774
C 0.829 -1.399 0.705
C 0.150 -2.581 0.079
C -0.024 -0.323 1.245
C -1.278 -0.489 1.656
O 0.607 0.908 1.338
C 0.255 1.868 0.358
C 0.114 1.314 -1.081
C -1.336 0.961 -1.416
O 0.627 2.227 -2.025
H 2.804 -2.058 0.385
H 2.619 -0.438 1.229
H -0.619 -2.258 -0.619
H 0.873 -3.193 -0.453
H -0.324 -3.197 0.842
H -1.845 0.335 2.052
H -1.762 -1.448 1.634
H 1.076 2.592 0.375
H -0.672 2.386 0.648
H 0.754 0.431 -1.179
H -1.700 0.158 -0.781
H -1.396 0.648 -2.457
H -1.976 1.833 -1.279
H 0.070 3.016 -2.031
*
```

For the frontier orbital gap, the calculation gives 9.8 eV. The value obtained for the HOMO energy is -0.3266 hartree. The value obtained for the energy above the lowest of the compared OMol25 structures with the same formula, charge and spin is 41.1 kcal/mol. Its LUMO energy is 0.03215 hartree.

Table of Mulliken atomic charges, one value per atom, all in e: atom 1 (C): -1.043, atom 2 (C): 0.752, atom 3 (C): -1.422, atom 4 (C): 0.589, atom 5 (C): -0.959, atom 6 (O): -0.439, atom 7 (C): -0.565, atom 8 (C): 0.506, atom 9 (C): -1.243, atom 10 (O): -0.596, atom 11 (H): 0.335, atom 12 (H): 0.299, atom 13 (H): 0.268, atom 14 (H): 0.417, atom 15 (H): 0.357, atom 16 (H): 0.297, atom 17 (H): 0.306, atom 18 (H): 0.308, atom 19 (H): 0.252, atom 20 (H): 0.176, atom 21 (H): 0.315, atom 22 (H): 0.325, atom 23 (H): 0.424, atom 24 (H): 0.340